# 1
23
Properties=species:S:1:pos:R:3:lowdin_charge:R:1 method="wB97M-V/def2-TZVPD" smiles="O=c1cc[nH]c(=O)[nH]1.c1ccncc1" molar_mass_g_mol=191.19 e_above_lowest_ev=2.604 e_homo_ev=-9.54 lumo_ev=0.256
C 2.45473 0.47321 0.63872 -0.13
C 1.18034 0.18254 1.13384 -0.08
C 0.77619 0.93308 2.24240 -0.07
C 1.63372 1.94541 2.79012 -0.06
C 2.84350 2.13906 2.13034 -0.20
C -0.34378 -0.73636 -2.14338 -0.51
C -0.45300 -1.45034 -0.93569 -0.01
C -1.73724 -1.66952 -0.45728 -0.07
C -2.88504 -0.60395 -2.26742 -0.53
H 2.88064 -0.02805 -0.24787 0.11
H 0.49343 -0.62249 0.78965 0.05
H -0.16686 0.72080 2.81624 0.11
H 1.41154 2.61049 3.62397 0.10
H 3.58623 2.91683 2.42692 0.12
H -1.59920 -0.23503 -3.80724 0.23
H 0.23551 -1.72148 -0.15938 0.08
H -1.90914 -2.25613 0.40113 0.12
H -3.81297 -1.60584 -0.70910 0.21
N 3.22426 1.48382 1.08351 0.04
N -1.61912 -0.34518 -2.68702 0.17
N -2.86437 -1.15141 -0.97511 0.10
O 0.55683 -0.29885 -2.73032 0.13
O -3.88620 -0.68064 -2.95703 0.07

=====

# 2
124
Properties=species:S:1:pos:R:3:lowdin_charge:R:1 method="wB97M-V/def2-TZVPD" molar_mass_g_mol=679.89 e_above_lowest_ev=1.118 e_homo_ev=-8.90 lumo_ev=0.363
O 2.69446 1.15305 -2.72112 -0.07
H 3.32118 1.03922 -3.45570 0.04
H 3.03767 1.91293 -2.22334 0.04
O 0.17117 4.89932 -1.57580 -0.08
H -0.53306 5.55383 -1.51497 0.05
H -0.18258 4.46413 -2.38538 0.01
O 4.27252 -2.28511 -3.20075 -0.10
H 3.75519 -3.11393 -3.17207 0.01
H 4.72299 -2.08655 -2.35542 0.00
O 1.98801 -3.48750 3.10306 -0.06
H 2.00613 -3.39562 2.14848 -0.02
H 2.30972 -4.38726 3.24994 0.05
O -1.80321 0.09653 -3.14780 -0.08
H -2.76569 0.22218 -2.95526 0.03
H -1.64225 -0.22983 -4.02454 -0.01
O 2.89984 3.76447 -1.22365 -0.06
H 3.50915 4.47695 -1.40357 0.04
H 2.09174 4.32175 -1.20391 0.02
O -0.84832 -0.17008 -5.88837 -0.10
H -0.39962 0.60474 -5.47724 0.01
H -0.14425 -0.85467 -6.10592 0.07
O 5.52281 -2.07249 -0.85361 -0.03
H 5.18372 -2.84607 -0.41327 0.05
H 5.27432 -1.39282 -0.20497 0.04
O 1.68277 -0.23656 -0.75337 -0.10
H 1.96207 0.02742 -1.67333 0.01
H 0.88721 0.28979 -0.46033 0.02
O -1.08127 4.02080 -3.95731 -0.04
H -1.12801 4.77480 -4.51814 0.04
H -0.56758 3.33498 -4.40509 0.03
O 3.72842 -0.18617 -4.80781 -0.09
H 4.30092 -0.29462 -5.57646 0.05
H 3.67552 -1.09299 -4.40946 0.01
O 0.25640 1.50566 -4.10158 -0.07
H 1.11586 1.56209 -3.65442 0.03
H -0.35975 1.07540 -3.49055 0.01
O 2.29654 -2.91312 0.29108 -0.04
H 1.98582 -2.04523 0.12769 -0.01
H 1.49894 -3.43999 0.16971 0.03
C 0.81190 -2.76964 -4.32976 -0.04
C 0.95596 -3.15188 -2.84139 -0.37
C -0.31926 -3.79439 -2.33674 -0.23
O -0.31895 -3.81244 -0.96305 -0.22
C -1.60049 -3.76168 -0.31038 -0.06
N 2.11781 -4.03985 -2.63351 0.04
H 1.55776 -2.17147 -4.79760 0.05
H -0.04797 -2.12433 -4.48987 0.04
H 0.70768 -3.62087 -5.04573 0.10
H 1.29414 -2.24815 -2.26410 0.14
H -0.54773 -4.81404 -2.64334 0.14
H -1.02538 -3.12233 -2.79818 0.11
H -1.34652 -4.31588 0.62101 0.10
H -2.36654 -4.28771 -0.93133 0.10
H -1.88539 -2.71630 -0.13219 0.07
H 2.17677 -4.10808 -1.63517 0.04
H 1.89496 -4.98981 -2.85161 0.08
C -4.78490 -1.97245 -2.17420 -0.05
C -5.45402 -0.60507 -2.04399 -0.40
C -6.33937 -0.40064 -0.83026 -0.27
O -7.20630 -1.41357 -0.66016 -0.16
C -7.53534 -1.65362 0.65965 -0.13
N -4.54909 0.54694 -2.04364 0.05
H -5.58983 -2.75297 -2.27000 0.10
H -4.19816 -2.22579 -1.28946 0.06
H -4.11979 -2.09621 -3.03552 0.07
H -6.09163 -0.63183 -2.91474 0.14
H -6.84093 0.57655 -1.02495 0.15
H -5.71513 -0.29344 -0.03397 0.09
H -8.48928 -2.23549 0.67956 0.09
H -7.82824 -0.70276 1.23927 0.11
H -6.76925 -2.21384 1.24133 0.10
H -4.94569 1.37777 -2.39758 0.07
H -4.22254 0.85483 -1.09526 0.08
C 3.74697 -0.47593 3.97414 -0.05
C 4.24141 0.81831 3.30572 -0.38
C 4.52375 0.63047 1.76171 -0.19
O 5.70302 -0.07879 1.54430 -0.22
C 6.86570 0.48666 2.05920 -0.12
N 3.09817 1.77665 3.36179 0.02
H 3.20010 -0.18685 4.88601 0.08
H 4.55919 -1.16325 4.16056 0.07
H 2.94471 -1.01736 3.44907 0.05
H 5.11409 1.33654 3.80099 0.13
H 4.50941 1.59006 1.17556 0.14
H 3.84509 -0.02206 1.27459 0.10
H 6.96007 0.50323 3.19043 0.09
H 6.82549 1.58660 1.82750 0.10
H 7.69359 -0.07442 1.57711 0.10
H 3.03585 2.19535 4.28572 0.07
H 3.31983 2.54855 2.73625 0.06
C -0.77132 2.81652 6.05046 -0.08
C -1.26099 1.84814 4.99568 -0.43
C -0.31199 0.74133 4.64424 -0.25
O -0.88490 -0.28485 3.92179 -0.17
C 0.10324 -1.11266 3.33513 -0.10
N -2.62868 1.44649 5.43991 0.04
H -1.37557 3.73374 6.09298 0.08
H 0.23063 3.12300 5.78070 0.06
H -0.73377 2.32849 7.08686 0.10
H -1.39189 2.41295 4.02602 0.13
H 0.03081 0.32440 5.57939 0.13
H 0.47746 1.11374 4.04128 0.08
H 0.89538 -0.55452 2.87461 0.06
H -0.30899 -1.73950 2.60572 0.07
H 0.57839 -1.79277 4.05229 0.08
H -2.63845 0.92638 6.29848 0.06
H -3.19028 0.92441 4.74799 0.07
C 0.08384 2.30445 1.30471 -0.06
C -1.27604 1.74069 0.99049 -0.42
C -2.24645 2.82365 0.51408 -0.16
O -3.60929 2.32817 0.41365 -0.22
C -4.27508 2.52616 1.63228 -0.12
N -1.18711 0.66422 -0.00858 0.05
H 0.73098 1.55656 1.67315 0.03
H 0.05079 3.07317 2.10812 0.09
H 0.66554 2.72514 0.47713 0.08
H -1.55531 1.26644 1.91422 0.11
H -1.95520 3.12013 -0.48866 0.12
H -2.16716 3.69994 1.17678 0.13
H -3.61956 2.19633 2.44165 0.07
H -5.17777 1.90267 1.71550 0.08
H -4.62919 3.59671 1.75227 0.11
H -0.97368 0.96335 -0.96819 0.07
H -1.93961 -0.07580 0.00872 0.10

=====

# 3
12
Properties=species:S:1:pos:R:3:lowdin_charge:R:1 method="wB97M-V/def2-TZVPD" molar_mass_g_mol=84.10 e_above_lowest_ev=5.098 charge=+1 e_homo_ev=-15.15 lumo_ev=-5.012
C 0.24192 -0.35323 1.59287 0.04
C -1.68120 -0.19480 -0.96066 0.11
C 0.70730 -0.06944 0.14861 -0.08
N 2.30573 1.28523 -1.05336 0.28
N 1.57451 0.60392 -0.38605 0.04
N -2.74027 -0.49869 -1.26530 0.23
H 1.09188 -0.59380 2.18091 0.09
H -0.26565 0.49924 1.83180 0.07
H -0.41908 -1.15370 1.53708 0.07
H -0.30434 -0.18693 -0.36020 -0.02
H 3.07034 1.05778 -1.55784 0.08
H -3.58115 -0.39558 -1.70786 0.08

=====

# 4
16
Properties=species:S:1:pos:R:3:lowdin_charge:R:1 method="wB97M-V/def2-TZVPD" smiles=C[C@H]1[C@H](N)N1C molar_mass_g_mol=86.14 e_above_lowest_ev=1.597 e_homo_ev=-8.39 lumo_ev=1.106
C 0.64408 0.00074 0.34179 -0.32
C -1.59804 -0.96151 0.36744 -0.11
C 2.06911 -0.43380 0.31102 -0.07
C -0.02468 0.49348 -0.92251 -0.32
N -1.01255 1.55662 -0.89185 0.05
N -0.34913 -0.80523 -0.36104 -0.08
H -1.62692 1.49425 -0.08728 0.05
H -0.55237 2.46290 -0.82273 0.07
H 0.38132 0.47045 1.28141 0.13
H 0.56110 0.45233 -1.83812 0.14
H -1.77885 -0.21012 1.14496 0.07
H -2.44632 -0.95461 -0.32516 0.09
H -1.59656 -1.93635 0.86683 0.08
H 2.30049 -1.04258 -0.56978 0.08
H 2.72858 0.43966 0.30311 0.07
H 2.30075 -1.02623 1.20193 0.07

=====

# 5
96
Properties=species:S:1:pos:R:3:lowdin_charge:R:1 method="wB97M-V/def2-TZVPD" smiles="CCP(C)[PH](N)(CCCS)[C@H](Cl)[C@H](C)Cl.CN(C)P(=O)(N(C)C)N(C)C.CN(C)P(=O)(N(C)C)N(C)C" molar_mass_g_mol=668.62 e_homo_ev=-6.80 lumo_ev=0.730
C 4.32696 -1.58430 -0.44376 -0.17
C 2.81780 -1.57223 -0.21388 -0.47
P 1.79685 -0.30643 -1.09242 0.80
C 2.27177 -0.34737 -2.87748 -0.32
P 2.42983 1.70215 -0.17620 0.62
N 2.66596 3.15708 0.84785 -0.23
C 3.98826 1.90936 -1.16367 -0.34
C 5.24342 2.32790 -0.39128 -0.33
C 6.48045 2.37751 -1.29035 -0.56
S 7.02565 0.78441 -1.97332 0.71
C 0.78369 2.37438 -0.84346 -0.83
Cl 0.72108 4.16940 -0.95029 0.58
C -0.51443 1.89865 -0.13184 -0.81
C -0.36800 1.21589 1.20949 -0.17
Cl -1.51007 0.87248 -1.22165 0.58
H 4.77090 -0.72272 0.06115 0.04
H 4.78076 -2.47241 0.00120 0.07
H 4.60419 -1.53806 -1.49603 0.05
H 2.62538 -1.35222 0.84164 0.05
H 2.34326 -2.53096 -0.42762 0.04
H 2.38253 0.65946 -3.28179 0.03
H 1.55705 -0.93487 -3.44771 0.02
H 3.25308 -0.81466 -2.99804 0.02
H 2.52720 0.98401 1.04685 0.02
H 3.13364 3.94762 0.42283 0.00
H 3.19054 2.88827 1.67304 0.02
H 3.78592 2.68914 -1.90916 0.10
H 4.24375 1.00745 -1.71580 0.03
H 5.42542 1.64344 0.44234 0.10
H 5.14064 3.32766 0.02940 0.09
H 7.31060 2.79474 -0.72289 0.06
H 6.27643 3.03091 -2.13894 0.07
H 6.66130 0.00328 -0.94986 -0.16
H 0.73849 2.03320 -1.87646 0.02
H -1.11115 2.79143 0.02959 0.05
H 0.00795 0.19589 1.12447 0.04
H -1.34085 1.16863 1.69430 0.05
H 0.32063 1.76408 1.85572 0.07
O -2.92544 2.86790 2.54858 -0.26
P -3.28644 4.23231 2.96864 0.55
N -3.88704 4.17850 4.53637 -0.31
C -4.71474 5.19773 5.14782 -0.13
C -3.14501 3.39567 5.50932 -0.12
N -4.59639 4.72126 1.97823 -0.31
C -5.96637 4.37194 2.33004 -0.12
C -4.35040 4.41825 0.57340 -0.13
N -2.37011 5.60261 2.83157 -0.31
C -0.96389 5.50376 3.20820 -0.10
C -2.86085 6.96260 2.75719 -0.11
H -4.13223 5.90978 5.74924 0.08
H -5.44114 4.72070 5.81257 0.09
H -5.27378 5.77138 4.41520 0.06
H -2.32674 3.96958 5.96558 0.08
H -2.72133 2.51109 5.03696 0.07
H -3.81181 3.06149 6.30777 0.08
H -6.15096 4.44648 3.39298 0.04
H -6.22618 3.34922 2.02644 0.09
H -6.65310 5.06366 1.83277 0.09
H -4.50711 3.35761 0.34818 0.08
H -3.32393 4.66796 0.30072 0.07
H -5.01593 5.01842 -0.05184 0.08
H -0.80249 5.72633 4.27045 0.08
H -0.36345 6.19845 2.61811 0.08
H -0.58433 4.49981 3.00953 0.08
H -2.73760 7.47364 3.71975 0.08
H -3.90602 6.98879 2.46983 0.07
H -2.29363 7.51995 2.00589 0.08
O 0.88656 -4.29462 -2.18239 -0.27
P 0.11298 -5.54334 -2.27379 0.54
N 1.17235 -6.84654 -2.19780 -0.31
C 0.87956 -8.18869 -2.65688 -0.13
C 2.19748 -6.81425 -1.16944 -0.12
N -0.57152 -5.58636 -3.84497 -0.31
C 0.18903 -6.10572 -4.97384 -0.12
C -1.18193 -4.31220 -4.20172 -0.13
N -1.24323 -5.95918 -1.42130 -0.31
C -1.23912 -5.68604 0.01134 -0.11
C -2.26450 -6.89919 -1.83295 -0.11
H 0.53643 -8.84681 -1.84616 0.08
H 1.78683 -8.63094 -3.07938 0.09
H 0.12004 -8.20456 -3.43219 0.06
H 1.83338 -7.20256 -0.20823 0.08
H 2.54580 -5.79405 -1.01668 0.07
H 3.05497 -7.41793 -1.47641 0.08
H 0.77432 -6.97629 -4.71190 0.04
H 0.88268 -5.36091 -5.38626 0.09
H -0.50298 -6.40714 -5.76611 0.09
H -0.43358 -3.56597 -4.49057 0.08
H -1.74571 -3.90680 -3.36102 0.08
H -1.87822 -4.46019 -5.03090 0.08
H -0.84185 -6.52726 0.59296 0.08
H -2.25190 -5.47712 0.36089 0.08
H -0.63288 -4.80563 0.23023 0.08
H -2.14524 -7.85659 -1.31141 0.08
H -2.23454 -7.06924 -2.90335 0.07
H -3.25367 -6.50289 -1.58523 0.08